Entry from OMol25: a 3-piece molecular cluster, C12H24O5S2 overall in a non-equilibrium geometry (ωB97M-V/def2-TZVPD).

Each line ends with the Mulliken charge.
Cartesian coordinates (Å):
C (0.510, 3.101, -0.967)  -0.451
C (-0.595, 2.295, -1.375)  -0.384
C (-1.182, 1.045, -0.523)  -0.097
C (-1.552, -0.071, -1.613)  0.376
O (-2.583, 0.152, -2.305)  -0.582
O (-0.803, -1.246, -1.861)  -0.289
C (0.608, -0.962, -2.034)  0.224
O (1.117, -1.422, -3.330)  -0.547
C (1.409, -1.835, -0.921)  -0.145
C (2.311, -0.933, 0.050)  -0.174
C (3.103, 0.138, -0.455)  -0.685
H (0.475, 3.643, 0.039)  0.227
H (1.401, 3.161, -1.682)  0.218
H (-1.083, 2.511, -2.396)  0.304
H (-2.090, 1.406, 0.077)  0.348
H (-0.389, 0.580, 0.163)  0.162
H (0.875, 0.148, -1.981)  0.106
H (1.761, -0.728, -3.612)  0.364
H (0.703, -2.514, -0.319)  0.066
H (2.115, -2.555, -1.479)  0.271
H (2.261, -1.154, 1.173)  0.309
H (3.632, 0.855, 0.246)  0.260
H (3.106, 0.242, -1.601)  0.164
C (0.217, 5.765, 4.147)  -0.944
S (1.348, 4.660, 3.277)  0.448
O (1.002, 4.720, 1.824)  -0.613
C (0.657, 3.127, 3.934)  -0.884
H (0.443, 6.791, 3.854)  0.314
H (-0.814, 5.531, 3.879)  0.304
H (0.360, 5.658, 5.224)  0.370
H (-0.402, 3.056, 3.679)  0.288
H (0.785, 3.104, 5.017)  0.373
H (1.193, 2.288, 3.489)  0.283
C (-2.243, -5.098, -2.496)  -1.091
S (-1.517, -4.119, -1.165)  0.813
O (-0.037, -4.317, -1.223)  -0.675
C (-2.143, -5.142, 0.185)  -1.088
H (-1.945, -4.658, -3.449)  0.309
H (-1.882, -6.127, -2.443)  0.349
H (-3.331, -5.076, -2.413)  0.382
H (-1.788, -6.168, 0.073)  0.349
H (-3.234, -5.119, 0.184)  0.368
H (-1.776, -4.733, 1.128)  0.300

Values from the calculation:
energy relative to the best compared isomer or geometry (same formula, charge and spin): 143.1 kcal/mol
highest occupied orbital energy: -8.05 eV
2S+1: 1

=====

Entry from OMol25: one molecule with the formula C5H4O2 in a non-equilibrium geometry (ωB97M-V/def2-TZVPD).

Each line ends with the Mulliken charge.
Cartesian coordinates (Å):
O (-0.561, 2.302, -0.533)  -0.523
C (-0.351, 1.151, -0.260)  0.390
C (-1.129, -0.117, -0.238)  -0.658
C (-0.085, -1.223, -0.178)  -0.161
C (1.145, -0.786, 0.128)  -0.415
C (1.031, 0.661, 0.398)  0.469
O (1.750, 1.417, 0.996)  -0.494
H (-1.481, 0.611, 0.686)  0.180
H (-2.080, -0.417, -0.662)  0.434
H (-0.320, -2.261, -0.426)  0.394
H (2.081, -1.339, 0.088)  0.384

Values from the calculation:
energy relative to the best compared isomer or geometry (same formula, charge and spin): 49.9 kcal/mol
highest occupied orbital energy: -9.34 eV
2S+1: 1

=====

Entry from OMol25: one molecule with the formula C6H12O (ωB97M-V/def2-TZVPD).

Each line ends with the Mulliken charge.
Cartesian coordinates (Å):
C (2.012, 0.332, -0.525)  -1.174
C (1.066, -0.160, 0.572)  -0.676
C (-0.371, -0.326, 0.111)  1.205
C (-0.591, -1.249, -1.072)  -1.566
C (-1.447, -0.298, 1.172)  -1.076
C (-1.299, 0.859, 0.239)  -0.159
O (-0.858, 2.054, 0.820)  -0.538
H (1.650, 1.268, -0.967)  0.296
H (2.114, -0.399, -1.335)  0.305
H (3.013, 0.518, -0.123)  0.368
H (1.081, 0.548, 1.407)  0.360
H (1.430, -1.119, 0.965)  0.337
H (-0.066, -0.895, -1.967)  0.346
H (-0.232, -2.263, -0.850)  0.320
H (-1.655, -1.325, -1.321)  0.408
H (-1.125, -0.115, 2.194)  0.284
H (-2.309, -0.952, 1.071)  0.281
H (-2.051, 0.984, -0.542)  0.336
H (-0.361, 2.539, 0.150)  0.343

Values from the calculation:
energy relative to the best compared isomer or geometry (same formula, charge and spin): 24.5 kcal/mol
highest occupied orbital energy: -9.41 eV
2S+1: 1

=====

Entry from OMol25: an isolated ion of composition C4H11N2S and charge -1 in a non-equilibrium geometry (ωB97M-V/def2-TZVPD).

Each line ends with the Mulliken charge.
Cartesian coordinates (Å):
N (0.546, -0.403, 1.730)  -0.719
C (0.523, -0.425, 0.259)  0.376
C (1.845, -0.899, -0.358)  -1.015
S (1.997, -2.705, -0.499)  -0.628
C (0.107, 0.953, -0.264)  -0.912
N (-1.284, 1.322, 0.012)  -0.432
C (-2.269, 0.492, -0.682)  -0.879
H (0.932, -1.316, 1.978)  0.317
H (1.262, 0.264, 2.012)  0.282
H (-0.241, -1.116, -0.085)  0.161
H (1.890, -0.486, -1.379)  0.213
H (2.681, -0.418, 0.142)  0.269
H (0.226, 0.914, -1.350)  0.411
H (0.775, 1.713, 0.152)  0.309
H (-1.427, 1.164, 1.006)  0.316
H (-2.115, 0.612, -1.761)  0.278
H (-3.241, 0.915, -0.445)  0.333
H (-2.208, -0.581, -0.467)  0.319

Values from the calculation:
energy relative to the best compared isomer or geometry (same formula, charge and spin): 13.8 kcal/mol
total charge: -1
highest occupied orbital energy: -2.46 eV
2S+1: 1

=====

Entry from OMol25: a 8-piece molecular cluster, C17H32BCl14IO4 overall in a non-equilibrium geometry (ωB97M-V/def2-TZVPD).

Each line ends with the Mulliken charge.
Cartesian coordinates (Å):
C (-2.552, -2.238, 1.395)  -0.608
C (-2.915, -0.611, 1.432)  -0.289
C (-1.632, 0.128, 0.659)  -0.010
C (-0.552, 0.690, 1.777)  0.500
C (0.714, 1.333, 0.924)  -0.304
C (2.192, 0.885, 1.450)  -0.673
C (2.727, -0.579, 1.005)  0.452
I (4.701, -0.641, 0.063)  0.084
O (2.813, -1.355, 2.287)  -0.328
C (1.577, -2.200, 2.394)  0.459
O (1.311, -2.813, 3.558)  -0.610
O (0.771, -2.170, 1.127)  -0.126
C (1.812, -1.647, 0.182)  -0.560
B (1.413, -1.406, -1.391)  0.275
C (0.597, -2.518, -2.347)  -0.591
O (1.805, -0.150, -2.100)  -0.460
H (-2.194, -2.598, 0.325)  0.197
H (-3.551, -2.842, 1.633)  0.332
H (-1.678, -2.491, 2.147)  -0.013
H (-3.934, -0.370, 0.895)  0.306
H (-2.923, -0.185, 2.544)  0.059
H (-1.187, -0.696, -0.052)  -0.353
H (-2.032, 0.989, -0.064)  0.316
H (-0.238, -0.096, 2.583)  -0.414
H (-1.134, 1.547, 2.370)  0.123
H (0.640, 2.510, 1.119)  0.420
H (0.563, 1.234, -0.256)  -0.140
H (2.265, 1.022, 2.628)  0.251
H (2.959, 1.688, 1.010)  0.321
H (2.531, -2.599, 0.127)  0.499
H (-0.341, -2.976, -1.814)  0.225
H (1.332, -3.377, -2.720)  0.184
H (0.208, -1.970, -3.328)  0.130
H (0.920, 0.337, -2.215)  0.273
C (-1.422, -3.107, 5.831)  0.169
Cl (-0.856, -2.999, 7.502)  -0.187
Cl (-2.725, -1.952, 5.525)  -0.119
H (-0.589, -2.890, 5.158)  -0.179
H (-1.793, -4.118, 5.645)  0.338
C (2.915, -2.735, -5.459)  -0.068
Cl (3.515, -3.845, -4.221)  -0.179
Cl (1.265, -3.149, -5.939)  -0.151
H (2.925, -1.718, -5.060)  0.018
H (3.565, -2.794, -6.335)  0.378
C (-2.436, 1.730, 5.497)  0.316
Cl (-2.969, 2.859, 4.246)  -0.183
Cl (-1.266, 0.572, 4.853)  -0.026
H (-1.969, 2.294, 6.309)  0.393
H (-3.303, 1.186, 5.878)  -0.445
C (0.943, -1.106, -8.839)  -0.312
Cl (2.015, -0.347, -7.655)  -0.056
Cl (0.131, 0.110, -9.832)  -0.167
H (1.534, -1.758, -9.487)  0.322
H (0.190, -1.695, -8.310)  0.229
C (2.532, 2.991, -5.178)  0.159
Cl (3.619, 1.606, -5.023)  -0.170
Cl (1.217, 2.644, -6.307)  -0.150
H (2.108, 3.222, -4.198)  -0.084
H (3.100, 3.849, -5.546)  0.217
C (1.969, 6.631, -3.360)  -0.272
Cl (1.258, 5.224, -2.561)  -0.129
Cl (2.342, 6.281, -5.052)  -0.139
H (1.260, 7.461, -3.316)  0.288
H (2.892, 6.906, -2.842)  0.272
C (-5.838, 0.965, 7.887)  -0.349
Cl (-6.371, 2.093, 6.635)  -0.146
Cl (-4.669, -0.194, 7.243)  -0.100
H (-5.371, 1.528, 8.698)  0.274
H (-6.706, 0.420, 8.268)  0.311

Values from the calculation:
highest occupied orbital energy: -9.91 eV
2S+1: 1

=====

Entry from OMol25: a 2-piece molecular cluster, C3H12NO overall in a non-equilibrium geometry (ωB97M-V/def2-TZVPD).

Each line ends with the Mulliken charge.
Cartesian coordinates (Å):
C (-2.485, -1.137, 0.004)  -0.549
O (-2.003, 0.207, -0.162)  -0.532
H (-1.878, -1.575, 0.793)  0.245
H (-2.386, -1.690, -0.933)  0.284
H (-3.511, -1.127, 0.347)  0.270
H (-2.516, 0.639, -0.852)  0.297
C (2.428, 0.104, -0.425)  -1.228
C (1.094, 0.822, -0.377)  -0.202
N (0.414, 0.547, 0.944)  -0.308
H (3.083, 0.314, 0.415)  0.372
H (2.993, 0.379, -1.308)  0.350
H (2.310, -0.978, -0.474)  0.376
H (0.473, 0.379, -1.149)  0.230
H (1.184, 1.893, -0.470)  0.386
H (1.036, 0.790, 1.710)  0.355
H (-0.552, 0.904, 0.895)  0.355
H (0.316, -0.472, 1.043)  0.298

Values from the calculation:
energy relative to the best compared isomer or geometry (same formula, charge and spin): 20.0 kcal/mol
total charge: +1
highest occupied orbital energy: -15.00 eV
2S+1: 1